Record 1
Computed, not measured: a cluster of 8 separate species, C54H119N5O8 in total, with ωB97M-V with the def2-TZVPD basis set.

Geometry as XYZ:
```
186
Properties=species:S:1:pos:R:3:forces:R:3
C 3.550 0.140 -2.536 0.8 -1.9 -0.7
C 4.556 0.985 -1.693 -2.8 0.6 -0.6
C 3.797 2.262 -1.288 1.6 1.3 0.5
C 4.889 0.277 -0.380 1.5 -0.2 0.0
C 5.916 -0.847 -0.603 -0.6 0.8 1.0
C 7.152 -0.346 -1.324 -0.7 -1.2 -0.5
C 6.845 0.405 -2.644 0.5 0.0 1.0
C 8.117 1.152 -3.012 0.0 1.4 -1.1
C 6.526 -0.611 -3.729 -0.7 -0.4 -0.5
N 5.774 1.407 -2.388 0.9 -0.7 0.7
O 5.469 2.071 -3.603 -0.2 0.0 0.0
H 2.480 0.345 -2.577 0.2 0.8 0.5
H 3.876 -0.002 -3.571 0.0 0.5 0.0
H 3.592 -0.898 -2.174 -0.1 0.0 0.1
H 4.484 2.769 -0.592 -0.4 -0.2 0.6
H 3.766 3.088 -2.006 -0.6 -0.7 -0.7
H 2.826 2.089 -0.833 0.0 -0.1 0.0
H 5.306 1.066 0.252 0.2 -0.2 0.3
H 4.059 -0.178 0.161 -0.5 0.5 -0.4
H 6.268 -1.207 0.369 -0.2 -0.1 0.1
H 5.380 -1.683 -1.054 0.4 0.0 -0.4
H 7.641 -1.295 -1.572 0.6 0.4 -0.3
H 7.794 0.187 -0.623 -0.1 0.4 -0.2
H 8.370 2.024 -2.399 -0.1 -0.6 0.8
H 7.989 1.696 -3.958 0.0 -0.6 -0.3
H 8.978 0.495 -3.107 0.0 -0.1 0.1
H 7.371 -1.250 -3.991 0.2 0.2 0.2
H 6.175 -0.135 -4.646 0.1 0.2 0.1
H 5.738 -1.302 -3.419 0.0 0.1 0.2
H 5.902 2.922 -3.477 -0.1 0.0 -0.1
C 1.003 -2.278 -0.275 0.0 0.4 0.9
C -0.434 -1.741 -0.279 -1.0 0.6 0.6
C -1.196 -2.044 -1.564 0.9 -0.9 -1.7
C -1.256 -2.370 0.881 0.2 -0.8 -1.2
C -0.943 -1.827 2.272 -0.4 -1.0 -1.6
C -1.249 -0.344 2.263 0.1 -0.2 0.3
C -0.443 0.403 1.182 0.8 0.6 0.6
C -1.072 1.811 1.066 0.0 -0.4 0.4
C 1.030 0.587 1.596 0.7 0.4 0.6
N -0.567 -0.281 -0.112 -0.9 0.4 0.3
O 0.202 0.439 -1.055 0.2 -0.2 -0.2
H 1.567 -1.893 0.581 -0.1 0.4 -0.1
H 1.016 -3.339 -0.025 -0.1 -0.2 -0.9
H 1.555 -1.984 -1.165 0.0 -0.4 -0.1
H -2.280 -2.101 -1.509 0.0 0.1 0.5
H -0.961 -1.376 -2.400 0.1 0.5 0.4
H -0.861 -2.985 -2.022 -0.1 -0.3 0.5
H -2.312 -2.339 0.595 -0.1 0.8 0.5
H -1.120 -3.454 0.764 0.5 0.0 0.4
H -1.524 -2.484 2.920 0.0 0.6 0.6
H 0.119 -2.012 2.447 0.0 0.1 0.3
H -1.072 0.015 3.281 0.2 0.6 -0.3
H -2.287 -0.101 2.024 -0.2 -0.6 0.2
H -2.160 1.717 1.069 0.0 0.1 -0.5
H -0.694 2.356 0.203 -0.1 0.0 -0.1
H -0.842 2.384 1.968 0.2 0.0 0.0
H 1.484 -0.316 2.007 0.0 -0.1 -0.2
H 1.190 1.346 2.372 -0.6 -0.1 0.2
H 1.674 0.996 0.815 -0.2 -0.5 -0.4
H -0.445 0.829 -1.657 0.1 0.0 -0.1
C -4.236 2.386 6.479 -0.6 0.8 -0.5
C -3.992 2.467 4.948 0.6 0.5 0.8
C -2.490 2.315 4.735 0.5 0.1 0.0
C -4.767 1.327 4.299 0.4 0.7 -1.6
C -5.067 1.532 2.822 0.0 0.7 -1.0
C -5.727 2.894 2.573 0.1 -1.5 0.4
C -4.902 4.064 3.120 -0.4 0.3 -0.5
C -3.721 4.454 2.202 -0.2 -0.1 0.2
C -5.915 5.208 3.157 0.7 1.4 0.0
N -4.487 3.790 4.502 -1.4 -1.5 0.1
O -3.875 4.874 5.170 0.0 -0.2 -0.5
H -3.810 1.548 7.027 0.1 -0.2 -0.4
H -3.826 3.304 6.897 0.0 -0.1 0.3
H -5.321 2.386 6.608 0.0 0.0 0.3
H -2.221 1.258 4.771 0.1 0.1 -0.1
H -2.152 2.778 3.808 0.0 -0.3 -0.1
H -1.928 2.802 5.534 -0.1 0.1 0.0
H -4.077 0.483 4.302 -0.7 -0.6 0.9
H -5.756 1.263 4.755 0.3 -0.7 0.5
H -4.214 1.498 2.132 0.5 -0.1 0.6
H -5.691 0.724 2.430 -0.2 0.0 0.3
H -6.715 2.875 3.042 0.0 0.2 0.2
H -5.921 2.949 1.500 0.2 0.6 0.0
H -3.007 3.643 2.053 0.0 0.0 0.2
H -3.214 5.297 2.672 0.2 0.0 -0.1
H -4.060 4.743 1.205 -0.1 0.1 0.1
H -6.662 5.095 3.941 0.1 -0.2 0.1
H -6.435 5.386 2.214 0.1 -0.4 -0.1
H -5.360 6.139 3.326 -0.2 0.0 0.3
H -4.591 5.135 5.760 0.2 0.3 0.1
C -1.450 -8.033 0.656 -1.0 0.5 -0.2
C -0.925 -7.966 -0.786 0.7 0.0 -1.0
C 0.275 -7.021 -0.824 0.4 0.2 0.1
C -0.528 -9.400 -1.196 2.8 0.0 -0.3
C -0.448 -9.705 -2.691 -3.5 -0.2 -0.2
C -1.840 -9.312 -3.204 0.5 -0.7 -3.1
C -2.227 -7.852 -3.105 -0.3 0.1 1.9
C -1.461 -6.957 -4.055 1.1 0.1 -0.4
C -3.748 -7.793 -3.356 0.5 0.7 -0.2
N -1.971 -7.480 -1.696 -1.1 -0.7 0.5
O -2.386 -6.155 -1.402 0.3 -0.3 0.0
H -1.448 -7.040 1.109 0.1 0.0 0.1
H -2.499 -8.338 0.583 0.0 -0.1 0.2
H -0.955 -8.728 1.331 0.4 0.0 -0.3
H 0.569 -6.681 -1.819 -0.2 -0.2 -0.1
H 0.019 -6.131 -0.248 0.2 0.1 0.0
H 1.159 -7.503 -0.400 -0.1 0.1 0.3
H 0.555 -9.550 -1.045 -0.2 0.4 1.5
H -1.036 -10.092 -0.530 -0.3 -0.4 -0.7
H 0.330 -9.226 -3.281 0.2 0.3 0.5
H -0.423 -10.767 -2.944 0.6 -0.1 0.6
H -2.630 -10.022 -2.946 0.0 0.3 1.1
H -1.847 -9.547 -4.286 0.1 0.4 -0.1
H -1.855 -7.048 -5.068 0.1 0.1 -0.1
H -0.393 -7.211 -4.051 -0.1 -0.5 -0.3
H -1.357 -5.909 -3.769 -1.0 0.0 0.2
H -4.292 -8.223 -2.517 0.0 -0.3 -0.1
H -3.945 -8.319 -4.292 -0.2 -0.1 0.1
H -4.085 -6.761 -3.471 0.0 0.0 0.0
H -3.223 -6.306 -0.948 0.0 0.3 0.0
C -0.183 5.058 3.614 -0.3 -0.3 1.1
C 1.131 5.805 3.529 2.0 -1.4 -0.4
C 1.628 6.422 4.867 -1.4 1.0 -1.5
C 2.302 4.784 3.164 -2.0 -0.6 -0.3
C 2.174 4.294 1.715 1.0 -0.1 0.6
C 2.228 5.477 0.780 -0.1 -1.1 0.3
C 1.093 6.466 1.041 0.5 -0.3 -1.7
C 1.434 7.699 0.162 -0.3 0.2 0.6
C -0.215 5.895 0.470 -1.7 0.4 0.2
N 1.103 6.809 2.455 1.4 0.7 0.1
O 0.222 7.879 2.736 -0.5 -0.2 0.1
H -0.111 4.249 4.349 0.1 0.0 0.0
H -0.987 5.693 3.994 0.0 0.1 -0.3
H -0.471 4.605 2.668 0.0 0.2 0.0
H 2.639 6.802 4.740 0.1 -0.1 0.0
H 0.962 7.287 4.944 0.1 0.0 1.0
H 1.568 5.732 5.702 -0.2 0.0 0.0
H 3.265 5.204 3.446 0.1 0.3 -0.7
H 2.219 3.883 3.781 -0.3 0.3 0.4
H 3.006 3.600 1.555 0.1 0.2 -0.4
H 1.299 3.689 1.458 -0.3 0.1 0.7
H 2.073 5.010 -0.196 0.4 0.7 -0.4
H 3.213 5.925 0.928 -0.1 0.3 -0.5
H 2.493 7.944 0.258 -0.1 0.4 0.2
H 0.767 8.522 0.425 0.3 0.2 0.1
H 1.232 7.534 -0.895 0.1 -0.4 0.0
H -0.525 6.215 -0.530 0.9 0.2 -0.2
H -1.044 6.344 1.033 0.0 -0.5 0.3
H -0.338 4.810 0.431 0.2 0.0 0.5
H 0.771 8.666 2.642 0.0 -0.1 0.1
C -4.680 -0.324 -2.399 0.6 -0.2 -0.2
C -5.570 -1.570 -2.349 -0.5 1.7 0.3
C -5.886 -1.949 -0.925 0.0 -1.2 0.0
O -6.824 -1.239 -2.995 0.4 -0.3 -0.1
H -3.651 -0.521 -2.091 0.0 -0.2 0.0
H -5.027 0.464 -1.726 -0.3 -0.1 0.1
H -4.617 0.107 -3.401 -0.1 -0.1 -0.1
H -5.161 -2.446 -2.851 0.2 0.2 -0.3
H -6.496 -1.220 -0.395 0.0 0.1 -0.1
H -4.990 -2.182 -0.344 0.1 0.2 0.0
H -6.440 -2.887 -1.029 -0.2 0.1 0.5
H -6.883 -0.280 -2.958 -0.2 0.0 -0.1
C 5.617 -5.454 -0.792 -0.1 0.6 0.7
C 4.611 -4.865 -1.785 0.7 -0.7 0.7
C 3.232 -4.562 -1.209 0.8 -0.7 0.4
O 5.141 -3.677 -2.368 0.0 -0.4 -0.4
H 5.964 -4.697 -0.083 0.2 0.0 -0.1
H 6.453 -5.908 -1.321 0.2 0.3 0.0
H 5.181 -6.241 -0.172 -0.3 0.0 -0.2
H 4.651 -5.690 -2.511 -1.0 0.4 -0.5
H 3.254 -3.729 -0.506 0.3 0.3 -0.3
H 2.960 -5.407 -0.571 -0.6 -0.1 -0.5
H 2.534 -4.342 -2.015 -0.3 -0.2 0.2
H 4.629 -3.601 -3.183 0.3 0.5 0.0
C 1.001 4.034 -2.710 -0.5 0.0 3.3
C -0.467 3.664 -2.927 0.9 0.3 -2.6
C -1.244 4.556 -3.906 -0.8 0.1 1.1
O -0.487 2.326 -3.464 -0.6 -0.3 0.8
H 1.824 3.755 -3.359 -0.5 0.1 -0.7
H 1.184 3.501 -1.761 0.5 -0.5 -0.4
H 1.112 5.027 -2.259 0.0 0.4 -0.9
H -1.038 3.682 -2.001 0.4 -0.3 0.2
H -2.288 4.358 -3.643 -0.1 0.0 -0.6
H -1.084 4.330 -4.956 0.2 0.0 0.0
H -1.129 5.620 -3.689 0.4 0.0 -0.2
H 0.159 2.280 -4.175 0.0 0.1 0.0
```
Positions in Å, forces in eV/Å.

Summary:
Structure (SMILES) ... CC1(C)CCCC(C)(C)N1O.CC1(C)CCCC(C)(C)N1O.CC1(C)CCCC(C)(C)N1O.CC1(C)CCCC(C)(C)N1O.CC1(C)CCCC(C)(C)N1O.CC(C)O.CC(C)O.CC(C)O
ΔE to the lowest compared entry with this formula, charge and spin ... 58.8 kcal/mol
Net charge ... 0
HOMO ... -0.2964 Ha
Kohn-Sham gap ... 0.3138 hartree

Record 2
Computed, not measured: a cluster of 7 separate species, C45H35F3O29S in total, with ωB97M-V with the def2-TZVPD basis set.

Geometry as XYZ:
```
113
Properties=species:S:1:pos:R:3:forces:R:3
C 6.038 -1.198 -1.301 -0.3 0.3 0.0
C 5.264 -0.019 -0.803 0.3 0.7 0.8
O 5.459 0.569 0.241 -0.3 -0.5 -0.8
O 4.320 0.349 -1.705 0.1 -0.1 0.3
C 3.461 1.435 -1.385 -0.3 0.6 -0.6
C 2.011 0.949 -1.435 0.4 -0.6 0.9
C 0.975 2.002 -1.686 -0.2 1.1 -0.1
O 0.960 3.152 -1.322 0.2 -1.0 -0.3
O -0.040 1.452 -2.392 -0.4 0.3 0.1
C 0.093 0.042 -2.450 -0.2 -0.9 0.1
C -0.733 -0.648 -1.373 0.5 0.3 0.3
O -2.099 -0.563 -1.769 -0.2 -0.3 -0.1
C -2.971 -1.349 -1.111 0.2 0.2 0.2
F -3.175 -0.923 0.153 0.0 -0.1 -0.2
F -2.561 -2.632 -1.023 -0.1 0.2 -0.1
F -4.130 -1.319 -1.753 0.0 0.0 0.0
C 1.599 -0.256 -2.295 0.0 0.5 -0.1
S 2.424 -0.310 -3.912 0.3 0.2 0.0
H 6.499 -1.692 -0.454 0.0 -0.1 -0.1
H 5.354 -1.831 -1.858 0.1 -0.2 0.0
H 6.821 -0.850 -1.974 0.0 0.0 0.0
H 3.675 1.861 -0.412 0.2 -0.1 0.1
H 3.621 2.225 -2.119 0.1 -0.1 -0.1
H 1.798 0.618 -0.408 -0.1 0.0 0.0
H -0.339 -0.312 -3.385 0.3 0.3 -0.2
H -0.401 -1.683 -1.302 -0.2 -0.1 -0.1
H -0.585 -0.167 -0.403 -0.1 0.0 0.1
H 1.826 -1.156 -1.731 -0.2 -0.2 -0.2
H 1.594 -1.201 -4.454 -0.2 -0.1 -0.1
O -1.102 6.135 -2.916 0.0 0.1 -0.1
C -2.073 5.799 -2.265 0.0 -0.3 0.2
C -2.107 4.660 -1.365 0.2 0.0 -0.1
C -3.242 4.384 -0.711 0.1 -0.1 0.0
O -3.375 3.370 0.138 0.0 0.0 0.0
C -4.489 5.212 -0.879 0.0 0.2 -0.1
O -5.471 4.875 -0.235 0.0 0.0 0.1
C -4.449 6.352 -1.762 -0.3 -0.1 -0.2
C -3.316 6.639 -2.411 -0.1 0.1 -0.1
O -3.175 7.676 -3.226 0.0 0.0 0.0
H -1.208 4.070 -1.253 0.0 0.0 0.0
H -4.297 3.405 0.456 -0.1 0.0 0.0
H -5.342 6.953 -1.856 0.0 0.0 0.0
H -2.256 7.634 -3.553 0.1 0.0 0.0
O 13.298 -4.207 0.796 0.0 -0.1 0.0
C 12.339 -3.602 0.356 0.0 0.3 0.0
C 12.313 -2.176 0.102 0.1 0.0 0.0
C 11.190 -1.617 -0.371 0.1 0.0 0.0
O 11.069 -0.326 -0.632 0.0 0.0 0.0
C 9.945 -2.426 -0.648 -0.1 -0.2 0.0
O 8.975 -1.815 -1.064 0.1 0.0 0.0
C 9.975 -3.852 -0.411 -0.1 0.0 0.0
C 11.099 -4.411 0.060 -0.1 -0.1 0.0
O 11.226 -5.703 0.310 0.0 0.0 0.0
H 13.208 -1.606 0.304 0.0 0.0 0.0
H 10.155 -0.194 -0.950 -0.1 0.0 0.0
H 9.082 -4.425 -0.619 0.0 0.0 0.0
H 12.136 -5.827 0.645 0.1 0.0 0.0
O -3.895 7.815 0.605 0.1 0.0 0.1
C -4.019 8.685 1.448 0.1 0.1 0.0
C -3.281 9.929 1.455 0.0 -0.1 -0.1
C -3.490 10.805 2.448 0.1 0.0 -0.1
O -2.866 11.967 2.546 0.0 0.0 0.0
C -4.471 10.537 3.563 -0.2 -0.2 0.0
O -4.571 11.392 4.423 0.1 0.1 0.0
C -5.226 9.301 3.542 0.0 0.1 0.1
C -5.022 8.425 2.547 -0.1 0.0 0.1
O -5.669 7.276 2.442 0.0 0.0 0.0
H -2.578 10.110 0.654 0.0 0.0 0.0
H -3.207 12.390 3.359 0.0 0.0 0.1
H -5.938 9.126 4.336 0.0 0.0 0.0
H -5.348 6.831 1.634 0.0 0.0 0.0
O 3.884 -3.528 -0.982 -0.1 0.0 0.0
C 3.944 -4.212 0.026 -0.2 0.0 0.1
C 2.819 -4.515 0.886 0.0 0.1 -0.1
C 3.012 -5.271 1.978 -0.1 0.1 -0.1
O 2.048 -5.600 2.821 -0.1 0.0 0.0
C 4.368 -5.821 2.344 0.3 0.0 -0.2
O 4.439 -6.481 3.361 -0.1 -0.1 0.1
C 5.489 -5.535 1.470 0.1 -0.1 0.1
C 5.295 -4.782 0.380 0.1 -0.1 0.0
O 6.259 -4.472 -0.477 0.0 -0.1 0.0
H 1.849 -4.119 0.618 0.0 0.0 0.0
H 2.459 -6.151 3.516 0.1 -0.1 0.0
H 6.454 -5.945 1.731 0.0 0.0 0.0
H 5.854 -3.911 -1.165 -0.1 0.0 0.0
O -4.394 -4.337 4.666 0.0 0.1 -0.1
C -3.527 -5.166 4.866 -0.1 -0.3 0.2
C -3.721 -6.396 5.610 -0.1 0.1 0.0
C -2.685 -7.229 5.780 -0.1 0.0 0.0
O -2.762 -8.374 6.442 0.0 0.0 0.0
C -1.315 -6.931 5.224 0.1 0.2 -0.1
O -0.436 -7.744 5.447 0.0 -0.1 0.1
C -1.126 -5.714 4.465 0.2 0.0 0.0
C -2.161 -4.880 4.291 0.1 -0.1 0.0
O -2.080 -3.750 3.611 0.0 0.1 -0.1
H -4.705 -6.600 6.007 0.0 0.0 0.0
H -1.869 -8.767 6.412 0.1 0.0 0.0
H -0.147 -5.513 4.055 0.0 0.0 0.0
H -2.968 -3.344 3.639 -0.1 0.0 0.0
O -8.353 0.527 -5.996 0.1 0.0 -0.1
C -8.568 -0.070 -4.958 -0.3 0.0 0.1
C -9.879 -0.239 -4.366 0.0 0.1 -0.1
C -9.993 -0.907 -3.209 -0.1 0.1 -0.1
O -11.143 -1.115 -2.589 0.0 0.0 0.0
C -8.797 -1.491 -2.497 0.3 0.0 -0.1
O -9.009 -2.064 -1.445 -0.1 0.0 0.1
C -7.489 -1.338 -3.100 0.0 -0.1 0.1
C -7.375 -0.673 -4.257 0.1 -0.1 0.1
O -6.226 -0.481 -4.887 0.0 0.0 0.0
H -10.730 0.184 -4.881 0.0 0.0 0.0
H -10.927 -1.617 -1.779 0.0 0.0 0.0
H -6.640 -1.770 -2.590 0.0 0.0 0.0
H -6.440 0.033 -5.689 0.0 0.0 0.0
```
Positions in Å, forces in eV/Å.

Summary:
Structure (SMILES) ... CC(=O)OC[C@H]1C(=O)O[C@H](COC(F)(F)F)[C@H]1S.O=C1C=C(O)C(=O)C=C1O.O=C1C=C(O)C(=O)C=C1O.O=C1C=C(O)C(=O)C=C1O.O=C1C=C(O)C(=O)C=C1O.O=C1C=C(O)C(=O)C=C1O.O=C1C=C(O)C(=O)C=C1O
Net charge ... 0
HOMO ... -0.3404 Ha
Kohn-Sham gap ... 0.2717 hartree

Record 3
Computed, not measured: a cluster of 2 separate species, C3H11N2O in total, with ωB97M-V with the def2-TZVPD basis set.

Geometry as XYZ:
```
17
Properties=species:S:1:pos:R:3:forces:R:3
C 0.610 2.186 0.771 0.8 -1.1 2.1
C 1.214 0.946 0.253 -0.3 -3.4 0.9
C -1.551 -1.377 -0.215 -1.7 0.3 2.5
N -0.741 -0.169 -0.321 0.2 0.9 -2.7
N -0.632 -2.574 -0.295 -2.0 0.0 -0.1
O 1.828 0.846 -0.913 0.3 3.3 -0.9
H -0.364 1.954 1.212 0.2 0.4 -0.1
H 1.246 2.648 1.546 -0.1 -0.6 0.3
H 0.614 2.972 0.102 -0.6 1.4 -2.1
H 1.387 -0.022 0.895 -0.1 2.6 -1.1
H -2.104 -1.509 0.834 1.4 0.9 -2.1
H -0.445 0.016 -1.383 -0.9 -0.6 2.7
H -1.411 0.586 -0.121 0.4 -0.3 -0.1
H 0.278 -2.193 -0.039 0.5 -1.1 0.1
H -0.763 -2.795 -1.290 1.0 -0.7 0.5
H -1.097 -3.314 0.321 1.6 1.0 -1.1
H 1.933 1.800 -1.356 -0.4 -2.9 1.2
```
Positions in Å, forces in eV/Å.

Summary:
ΔE to the lowest compared entry with this formula, charge and spin ... 142.6 kcal/mol
Net charge ... +1
HOMO (spin up / spin down) ... -0.4032 / -0.3748 Ha
Kohn-Sham gap (spin up / spin down) ... 0.2726 / 0.2169 hartree

no.,E_tot (eV),F_max (eV Å⁻¹)
1,-81749.763,3.5
2,-125595.941,1.2
3,-8305.610,3.6